Formula: C26H78N6O10
Source: the OMol25 dataset
Level of theory: wB97M-V/def2-TZVPD

Atoms and positions in Å:
C: -5.049 1.659 10.923
C: -6.240 2.277 11.630
O: -7.206 2.739 10.704
H: -4.278 1.341 11.630
H: -4.562 2.403 10.287
H: -5.264 0.788 10.305
H: -6.041 3.088 12.338
H: -6.683 1.537 12.304
H: -6.794 3.114 9.903
O: -9.542 9.385 9.049
H: -8.641 9.715 9.106
H: -9.447 8.452 8.793
O: -12.624 4.955 3.638
H: -12.665 4.045 3.944
H: -11.830 5.330 4.080
O: -10.324 3.186 4.835
H: -10.387 2.460 5.466
H: -10.467 2.777 3.974
C: -7.548 2.678 6.533
C: -6.358 2.513 7.461
C: -5.079 2.004 6.819
O: -5.327 0.919 5.976
C: -4.193 0.590 5.209
N: -6.134 3.717 8.251
H: -8.450 2.808 7.129
H: -7.627 1.814 5.876
H: -7.384 3.551 5.892
H: -6.700 1.727 8.145
H: -4.384 1.764 7.635
H: -4.600 2.819 6.255
H: -3.323 0.365 5.840
H: -3.849 1.439 4.610
H: -4.383 -0.321 4.647
H: -5.159 3.851 8.510
H: -6.295 4.579 7.742
C: -4.864 6.591 6.287
C: -4.285 7.917 6.786
C: -3.871 7.972 8.251
O: -5.011 7.840 9.079
C: -4.718 7.403 10.400
N: -3.133 8.267 5.950
H: -4.236 5.758 6.624
H: -4.879 6.512 5.200
H: -5.845 6.331 6.684
H: -5.074 8.654 6.598
H: -3.431 8.947 8.489
H: -3.093 7.225 8.445
H: -3.970 6.608 10.353
H: -5.625 6.981 10.832
H: -4.383 8.199 11.069
H: -2.679 9.139 6.193
H: -3.440 8.402 4.994
C: -13.336 2.937 13.186
C: -13.327 4.377 12.716
C: -12.849 4.482 11.270
O: -11.497 4.080 11.150
C: -11.039 4.297 9.844
N: -14.689 4.897 12.850
H: -13.999 2.367 12.532
H: -13.731 2.884 14.202
H: -12.360 2.453 13.156
H: -12.598 4.954 13.297
H: -12.907 5.533 10.952
H: -13.508 3.975 10.556
H: -10.933 5.366 9.622
H: -11.674 3.863 9.067
H: -10.015 3.929 9.758
H: -14.685 5.893 12.647
H: -15.044 4.858 13.797
C: -7.902 10.228 3.206
C: -7.924 8.877 3.889
C: -7.619 7.704 2.944
O: -7.424 6.539 3.750
C: -7.572 5.322 3.007
N: -6.982 8.928 5.014
H: -6.916 10.520 2.833
H: -8.220 11.043 3.854
H: -8.586 10.191 2.355
H: -8.953 8.762 4.243
H: -6.655 7.949 2.480
H: -8.386 7.522 2.189
H: -8.493 5.338 2.418
H: -7.669 4.515 3.731
H: -6.753 5.161 2.305
H: -6.109 9.320 4.671
H: -6.759 7.950 5.193
C: -11.754 6.089 6.686
C: -10.382 6.568 6.228
C: -9.140 6.107 7.000
O: -9.213 6.655 8.311
C: -8.028 6.368 9.049
N: -10.293 6.196 4.782
H: -11.845 5.009 6.548
H: -12.584 6.543 6.151
H: -11.860 6.307 7.751
H: -10.324 7.661 6.257
H: -8.227 6.230 6.413
H: -9.270 5.020 7.105
H: -7.914 6.838 10.023
H: -7.109 6.551 8.484
H: -7.939 5.296 9.256
H: -9.386 6.525 4.452
H: -10.138 5.182 4.853
C: -15.547 6.448 5.868
C: -16.668 5.860 5.008
C: -17.121 6.862 3.936
O: -18.368 6.501 3.369
C: -18.722 7.332 2.285
N: -16.118 4.634 4.441
H: -15.930 7.236 6.520
H: -14.772 6.858 5.213
H: -15.021 5.775 6.544
H: -17.417 5.552 5.739
H: -16.322 6.926 3.191
H: -17.284 7.847 4.390
H: -18.044 7.092 1.458
H: -18.619 8.378 2.587
H: -19.731 7.129 1.931
H: -15.153 4.716 4.144
H: -16.637 4.219 3.680

As for the SMILES: COC[C@H](C)N.COC[C@H](C)N.COC[C@H](C)N.COC[C@H](C)N.COC[C@H](C)N.COC[C@H](C)N.CCO.O.O.O. Its spin multiplicity is 1. As for the gap between HOMO and LUMO: 8.7 eV. The calculation puts the energy relative to the best compared isomer or geometry (same formula, charge and spin) at 21.2 kcal/mol. The HOMO energy comes out at -8.5640 eV. The calculation puts the lowest unoccupied orbital energy at 0.1 eV.